Entry a
The following is a quantum chemistry calculation of a single C2H2Cl2 molecule, from the Open Molecules 2025 dataset.

Element x y z (Å)
C -0.308 1.691 -0.031
C -0.044 0.381 -0.131
Cl 1.636 -0.364 0.022
Cl -1.449 -0.626 0.010
H -1.336 2.020 0.352
H 0.258 2.385 0.064

Kohn-Sham gap in eV: 10.24
SMILES string: C=C(Cl)Cl
E_HOMO in eV: -9.9

Let us look at the Löwdin charges, expressed in e, one per atom: -0.08 -1.08 0.51 0.60 0.10 -0.06

---

Entry b
The following is a quantum chemistry calculation of a single C2H2Cl2 molecule, from the Open Molecules 2025 dataset.

Element x y z (Å)
Cl 0.391 1.312 1.693
C 0.567 0.062 0.500
C -0.506 -0.270 -0.259
Cl -0.418 -1.223 -1.786
H 1.459 -0.520 0.275
H -1.380 0.267 -0.129

Kohn-Sham gap in eV: 10.41
SMILES string: Cl/C=C/Cl
E_HOMO in eV: -9.7

Let us look at the Löwdin charges, expressed in e, one per atom: 0.60 -0.63 -0.59 0.53 0.07 0.02

---

Entry c
The following is a quantum chemistry calculation of a single C2H2Cl2 molecule, from the Open Molecules 2025 dataset.

Element x y z (Å)
Cl 2.151 0.038 -0.018
C 0.500 -0.432 0.014
C -0.497 0.447 -0.006
Cl -2.151 -0.061 -0.016
H 0.319 -1.502 -0.003
H -0.323 1.510 0.029

Kohn-Sham gap in eV: 10.60
SMILES string: Cl/C=C/Cl
E_HOMO in eV: -9.6

Let us look at the Löwdin charges, expressed in e, one per atom: 0.61 -0.68 -0.66 0.60 0.06 0.06

---

The structure with the most favorable energy is entry c; the runner-up is 38.0 kJ/mol above it.

---

Entry a
The following is a quantum chemistry calculation of a single C9H11N3 molecule, from the Open Molecules 2025 dataset.

Element x y z (Å)
N 0.990 -0.735 -2.202
C 1.159 -1.220 -0.930
N 1.861 -2.316 -0.752
C 1.868 -2.626 0.693
C 1.108 -1.523 1.345
N 0.818 -0.543 0.178
C -0.151 0.565 0.069
C -0.045 1.639 0.954
C -0.928 2.760 0.945
C -2.076 2.674 0.075
C -2.404 1.439 -0.768
C -1.332 0.542 -0.819
H 0.303 0.080 -2.198
H 0.610 -1.726 -2.896
H 3.072 -2.790 0.863
H 1.242 -3.499 1.006
H 1.323 -0.838 2.273
H 0.039 -1.840 1.724
H 0.859 1.754 1.502
H -0.608 3.723 1.439
H -2.846 3.469 0.306
H -3.341 1.520 -1.476
H -1.523 -0.508 -1.332

Kohn-Sham gap in eV: 8.44
SMILES string: NC1=NCCN1c1ccccc1
E_HOMO in eV: -7.8

Let us look at the Löwdin charges, expressed in e, one per atom: 0.08 -0.58 0.03 -0.25 -0.12 -0.01 -0.18 -0.05 -0.09 -0.08 -0.06 -0.09 0.07 0.24 0.15 0.10 0.13 0.13 0.10 0.12 0.10 0.13 0.14

---

Entry b
The following is a quantum chemistry calculation of a 2-piece molecular cluster, C9H11N3 overall, from the Open Molecules 2025 dataset.

Element x y z (Å)
H -1.716 -2.757 1.112
N -1.165 -3.061 0.220
C -0.155 -2.349 0.100
C 0.345 -1.232 0.907
C 1.606 -0.601 0.841
C 1.626 0.448 1.757
N 0.457 0.413 2.389
C -0.316 -0.520 1.824
H 0.461 -2.407 -0.778
H 2.434 -0.818 0.165
H 2.366 1.142 1.802
H 0.204 1.025 3.134
H -1.428 -0.592 2.185
N -2.476 -1.162 -2.149
C -1.733 -0.323 -1.668
C -1.079 0.773 -1.566
C 0.325 1.186 -1.775
C -0.629 2.053 -1.022
H -2.619 -2.067 -1.750
H 0.494 1.612 -2.722
H 1.217 0.809 -1.249
H -0.429 2.253 0.030
H -0.816 3.011 -1.427

Kohn-Sham gap in eV: 8.79
SMILES string: [H]/N=C\c1cc[nH]c1.N=C=C1CC1
E_HOMO in eV: -8.2

Let us look at the Löwdin charges, expressed in e, one per atom: 0.09 0.09 -0.26 -0.26 -0.06 -0.12 0.03 -0.12 0.11 0.11 0.09 0.15 0.16 0.16 -0.16 -0.20 -0.10 -0.11 0.04 0.08 0.09 0.09 0.08

---

The structure with the most favorable energy is entry a; the runner-up is 45.5 kJ/mol above it.

---

Entry a
The following is a quantum chemistry calculation of H3N3O2 as an isolated structure, from the Open Molecules 2025 dataset.

Element x y z (Å)
N 0.656 0.222 0.042
N -0.446 -0.518 -0.001
N -1.638 -0.123 0.005
O -1.715 1.599 -0.155
O -2.688 -0.743 0.054
H -0.896 1.559 -0.614
H 1.400 -0.439 -0.208
H -0.448 -1.676 0.182

Kohn-Sham gap in eV: 7.72
E_HOMO in eV: -8.5

Let us look at the Löwdin charges, expressed in e, one per atom: 0.00 -0.13 -0.23 0.03 0.02 -0.01 0.04 0.28

---

Entry b
The following is a quantum chemistry calculation of a single H3N3O2 molecule, from the Open Molecules 2025 dataset.

Element x y z (Å)
N 0.402 0.187 -0.059
N -0.696 -0.607 0.176
N -2.024 0.051 -0.032
O -1.980 1.242 -0.085
O -2.953 -0.695 -0.071
H 0.286 0.786 -0.881
H 0.574 0.780 0.749
H -0.675 -1.517 -0.272

Kohn-Sham gap in eV: 11.45
SMILES string: NN[N+](=O)[O-]
E_HOMO in eV: -10.7

Let us look at the Löwdin charges, expressed in e, one per atom: 0.00 -0.03 -0.44 0.08 0.08 0.09 0.09 0.13

---

Entry c
The following is a quantum chemistry calculation of a single H3N3O2 molecule, from the Open Molecules 2025 dataset.

Element x y z (Å)
H -3.007 0.205 -0.114
N -2.184 0.662 0.211
N -1.107 0.105 0.109
O -0.666 -0.998 -0.190
O 0.160 1.074 0.236
N 1.363 0.438 0.176
H 1.746 0.265 1.115
H 1.463 -0.236 -0.468

Kohn-Sham gap in eV: 10.46
SMILES string: [H]/N=[N+](\[O-])ON
E_HOMO in eV: -9.8

Let us look at the Löwdin charges, expressed in e, one per atom: 0.08 0.17 -0.34 0.01 -0.11 0.03 0.11 0.03

---

Entry d
The following is a quantum chemistry calculation of a 2-piece molecular cluster, H3N3O2 overall, from the Open Molecules 2025 dataset.

Element x y z (Å)
N 1.085 0.225 -2.635
N -0.623 -0.265 -0.175
N -0.044 0.875 0.026
O 1.004 0.572 0.856
O 0.678 -0.814 -2.221
H -0.182 -1.042 0.356
H -1.372 -0.375 -0.939
H 1.505 1.305 0.854

Kohn-Sham gap (spin up / spin down) in eV: 7.33 / 8.40
E_HOMO (spin up / spin down) in eV: -7.0 / -8.6

Let us look at the Löwdin charges, expressed in e, one per atom: 0.07 -0.05 -0.15 -0.04 -0.12 0.12 0.15 0.02

---

The structure with the most favorable energy is entry b; the runner-up is 180.2 kJ/mol above it.

---

Entry a
The following is a quantum chemistry calculation of C45H37FMnN5O5S2 as an isolated structure, from the Open Molecules 2025 dataset.

Element x y z (Å)
Mn -1.792 1.802 0.902
F 1.496 -2.270 -3.235
C 1.238 -2.491 -1.931
C 0.289 -1.742 -1.315
C -0.046 -1.974 0.031
C -0.945 -1.050 0.688
O -1.541 -0.153 0.036
C -1.034 -1.192 2.104
C -0.483 -2.294 2.692
N 0.269 -3.225 2.061
C 0.679 -4.349 2.894
C 0.936 -5.749 2.439
C 2.066 -4.903 2.989
C 0.588 -3.027 0.717
C 1.570 -3.777 0.058
C 1.937 -3.531 -1.264
N 2.906 -4.258 -1.896
C 3.306 -5.573 -1.437
C 4.639 -5.530 -0.672
N 5.409 -4.388 -1.160
C 5.245 -4.216 -2.596
C 3.835 -3.663 -2.860
C -1.642 -0.151 3.028
O -2.100 -0.467 4.098
O -1.518 1.092 2.618
H -0.228 -0.962 -1.857
H -0.649 -2.438 3.751
H 0.146 -4.277 3.831
H 0.924 -5.978 1.387
H 0.536 -6.531 3.068
H 2.815 -4.538 2.300
H 2.437 -5.124 3.980
H 2.141 -4.517 0.589
H 3.406 -6.209 -2.320
H 2.516 -6.017 -0.832
H 5.156 -6.487 -0.819
H 4.469 -5.412 0.403
H 6.385 -4.488 -0.917
H 5.197 -2.773 1.311
H 5.402 -5.151 -3.152
H 5.980 -3.501 -2.965
H 3.531 -3.862 -3.891
H 3.845 -2.586 -2.707
C -2.511 5.842 2.559
C -2.742 4.415 2.150
O -1.771 3.783 1.719
C -4.070 3.825 2.292
C -5.046 4.511 3.040
C -6.310 4.009 3.223
C -6.646 2.788 2.637
C -5.724 2.089 1.895
C -4.418 2.577 1.707
O -3.625 1.855 0.929
H -1.529 6.148 2.209
H -2.535 5.922 3.648
H -3.280 6.503 2.162
H -4.790 5.457 3.496
H -7.035 4.550 3.815
H -7.640 2.381 2.770
H -5.973 1.141 1.439
S 4.800 -0.558 0.472
C 5.123 -1.781 1.770
C 3.978 -1.680 2.717
C 3.044 -0.767 2.394
C 3.306 -0.051 1.191
C 2.450 0.873 0.533
C 1.184 1.185 1.094
N 0.249 1.817 0.436
C 0.513 2.260 -0.824
C 1.779 2.148 -1.413
C 1.960 2.705 -2.725
C 0.932 3.262 -3.403
C -0.392 3.297 -2.852
C -1.526 3.762 -3.528
C -2.774 3.692 -2.935
C -2.861 3.133 -1.642
N -1.805 2.698 -0.985
C -0.583 2.784 -1.564
C -3.975 4.161 -3.622
C -4.053 5.097 -4.619
C -5.375 5.304 -5.078
C -6.280 4.528 -4.420
S -5.538 3.537 -3.245
C 2.755 1.432 -0.711
H 6.077 -1.557 2.252
H 3.933 -2.307 3.597
H 2.159 -0.599 2.992
H 0.913 0.864 2.092
H 2.945 2.657 -3.173
H 1.091 3.670 -4.393
H -1.427 4.144 -4.536
H -3.809 3.026 -1.131
H -3.198 5.638 -4.998
H -5.643 6.004 -5.854
H -7.347 4.486 -4.567
H 3.725 1.270 -1.164

Kohn-Sham gap (spin up / spin down) in eV: 6.10 / 6.59
2S+1: 6
E_HOMO (spin up / spin down) in eV: -9.0 / -10.3
<S²>: 8.84
Total charge: +1

Let us look at the Löwdin charges, expressed in e, one per atom: 1.01 0.08 -0.18 0.08 -0.06 -0.30 -0.04 -0.03 0.04 0.04 -0.22 -0.06 -0.09 -0.10 0.06 -0.13 -0.07 -0.13 -0.19 -0.06 -0.20 -0.12 -0.54 0.11 -0.11 0.14 0.15 0.14 0.09 0.11 0.07 0.11 0.07 0.13 0.12 0.12 0.10 0.11 0.07 0.12 0.12 0.12 0.12 0.00 -0.33 0.00 -0.08 -0.03 -0.07 -0.06 0.00 -0.28 -0.16 0.09 0.10 0.09 0.11 0.11 0.11 0.12 1.02 -0.41 -0.13 -0.11 -0.47 -0.20 -0.02 0.07 -0.13 -0.12 0.00 0.00 -0.12 0.07 -0.17 -0.02 0.07 -0.12 -0.49 -0.12 -0.17 -0.40 1.07 0.04 0.09 0.11 0.11 0.12 0.12 0.12 0.13 0.11 0.11 0.11 0.07 0.10

---

Entry b
The following is a quantum chemistry calculation of C45H37FMnN5O5S2 as an isolated structure, from the Open Molecules 2025 dataset.

Element x y z (Å)
Mn -1.917 -2.682 0.773
F 1.017 3.180 3.309
C 0.950 2.781 2.018
C 0.233 1.660 1.699
C 0.088 1.216 0.383
C -0.658 -0.036 0.249
O -0.590 -0.915 1.109
C -1.032 -1.279 -1.819
C -0.138 -0.637 -2.921
N 0.954 1.455 -1.982
C 2.206 1.822 -2.603
C 2.541 1.625 -4.045
C 2.350 3.019 -3.515
C 0.782 1.895 -0.666
C 1.490 3.042 -0.281
C 1.584 3.511 1.025
N 2.343 4.689 1.257
C 1.934 5.917 0.588
C 3.221 6.669 0.165
N 4.343 6.074 0.952
C 3.987 6.042 2.403
C 2.889 4.964 2.579
C -2.278 -2.141 -2.213
O -2.726 -2.042 -3.345
O -2.654 -2.860 -1.235
H -0.263 1.097 2.479
H -0.456 -0.973 -3.909
H 3.033 1.650 -1.922
H 1.822 1.231 -4.748
H 3.551 1.302 -4.257
H 1.444 3.546 -3.790
H 3.220 3.660 -3.422
H 1.996 3.611 -1.047
H 1.329 6.546 1.253
H 1.326 5.680 -0.280
H 3.165 7.732 0.390
H 3.440 6.543 -0.894
H 5.228 6.542 0.772
H 4.390 5.091 0.658
H 3.629 7.032 2.677
H 4.870 5.817 2.995
H 2.141 5.323 3.291
H 3.310 4.043 2.977
C -5.645 -0.878 1.367
C -4.544 -1.867 1.635
O -3.434 -1.638 1.107
C -4.774 -3.007 2.477
C -6.029 -3.193 3.100
C -6.252 -4.222 3.971
C -5.212 -5.122 4.258
C -3.985 -4.988 3.668
C -3.718 -3.949 2.738
O -2.561 -3.900 2.170
H -5.273 -0.107 0.699
H -5.990 -0.422 2.295
H -6.488 -1.382 0.894
H -6.832 -2.502 2.881
H -7.219 -4.340 4.440
H -5.388 -5.938 4.948
H -3.178 -5.679 3.876
S 1.047 -6.866 3.122
C 2.224 -8.033 3.548
C 3.346 -7.919 2.789
C 3.256 -6.871 1.844
C 2.068 -6.193 1.891
C 1.621 -5.087 1.047
C 0.283 -4.648 1.090
N -0.209 -3.665 0.365
C 0.620 -3.066 -0.539
C 2.001 -3.402 -0.640
C 2.839 -2.708 -1.550
C 2.369 -1.737 -2.407
C 1.003 -1.457 -2.337
C -0.089 0.901 -2.871
C -1.436 1.479 -2.504
C -2.023 0.911 -1.453
N -1.441 -0.240 -0.864
C 0.187 -2.076 -1.417
C -1.959 2.627 -3.223
C -1.487 3.222 -4.363
C -2.271 4.321 -4.792
C -3.330 4.557 -3.976
S -3.394 3.441 -2.677
C 2.481 -4.430 0.189
H 2.014 -8.734 4.339
H 4.202 -8.569 2.893
H 4.050 -6.642 1.147
H -0.433 -5.120 1.754
H 3.889 -2.978 -1.562
H 3.039 -1.240 -3.097
H 0.146 1.246 -3.871
H -2.942 1.268 -1.003
H -0.612 2.886 -4.902
H -2.064 4.904 -5.678
H -4.092 5.313 -4.079
H 3.529 -4.700 0.150

Kohn-Sham gap (spin up / spin down) in eV: 5.28 / 5.92
2S+1: 6
E_HOMO (spin up / spin down) in eV: -8.5 / -9.1
<S²>: 8.76
Total charge: +1

Let us look at the Löwdin charges, expressed in e, one per atom: 0.91 0.07 -0.20 0.09 -0.02 -0.34 0.06 -0.19 -0.04 0.03 -0.28 -0.09 -0.10 -0.10 0.05 -0.15 -0.12 -0.11 -0.07 0.04 -0.07 -0.13 -0.58 0.06 -0.06 0.15 0.16 0.15 0.10 0.11 0.10 0.10 0.11 0.14 0.13 0.14 0.13 0.19 0.18 0.14 0.14 0.13 0.14 0.00 -0.32 -0.07 -0.09 -0.04 -0.10 -0.07 -0.01 -0.32 -0.14 0.08 0.09 0.10 0.11 0.10 0.11 0.11 1.07 -0.40 -0.18 -0.12 -0.48 -0.18 -0.04 0.05 -0.12 -0.12 -0.01 0.01 -0.07 -0.14 -0.15 0.00 0.06 -0.03 -0.45 -0.12 -0.18 -0.40 1.07 0.06 0.07 0.11 0.11 0.10 0.12 0.11 0.11 0.12 0.10 0.11 0.07 0.12

---

The structure with the most favorable energy is entry a; the runner-up is 337.6 kJ/mol above it.

---

Entry a
The following is a quantum chemistry calculation of a 2-piece molecular cluster, CH5OS overall, from the Open Molecules 2025 dataset.

Element x y z (Å)
O 1.427 0.751 -1.757
H 2.064 1.157 -1.185
C -1.444 0.416 0.911
S -0.047 -0.755 0.505
H -1.872 -0.015 1.815
H -2.162 0.705 0.147
H -0.951 1.347 1.210
H 0.729 0.258 -1.224

Kohn-Sham gap in eV: 6.94
E_HOMO in eV: -2.5
Total charge: -1

Let us look at the Löwdin charges, expressed in e, one per atom: -0.20 -0.02 -0.66 0.09 -0.04 -0.01 -0.03 -0.13

---

Entry b
The following is a quantum chemistry calculation of a 2-piece molecular cluster, CH5OS overall, from the Open Molecules 2025 dataset.

Element x y z (Å)
S -2.480 -1.030 -0.356
H -2.864 0.179 0.066
C 1.178 0.376 0.117
O 0.491 -0.774 -0.203
H 0.874 0.795 1.084
H 1.083 1.117 -0.697
H 2.252 0.156 0.222
H -0.534 -0.818 -0.231

Kohn-Sham gap in eV: 7.22
E_HOMO in eV: -3.0
Total charge: -1

Let us look at the Löwdin charges, expressed in e, one per atom: -0.09 -0.43 -0.26 -0.25 0.06 0.06 0.06 -0.15

---

The structure with the most favorable energy is entry a; the runner-up is 9.1 kJ/mol above it.